No. 1
A 2-piece molecular cluster, C6H10N2O overall, computed with ωB97M-V/def2-TZVPD.

Its SMILES is CC(=C=O)[C@H](C)N.C#N. As for the total energy: -11409.48160 eV. Its HOMO-LUMO gap is 9.39 eV. For the maximum force, the calculation gives 3.021 eV Å⁻¹. The relative energy (zero: lowest compared OMol25 entry of this formula, charge and spin) comes out at 60.1 kcal per mole.

Each line ends with the Löwdin charge.
CARTESIAN COORDINATES (ANGSTROEM)
C (1.197, -0.206, -0.418)  -0.412
C (1.965, -0.839, 0.740)  -0.051
C (-1.128, -1.400, -0.171)  -0.048
C (-0.624, 0.985, 0.490)  -0.207
C (-0.315, -0.151, -0.030)  -0.233
N (1.813, 1.041, -0.785)  0.044
O (-0.677, 2.154, 0.748)  0.066
C (-3.112, 1.440, -0.049)  -0.081
N (-3.570, 0.459, -0.422)  0.073
H (-2.438, 2.320, 0.324)  0.106
H (1.246, -0.860, -1.296)  0.140
H (1.833, 1.693, -0.010)  0.075
H (1.333, 1.484, -1.560)  0.087
H (1.894, -0.207, 1.624)  0.085
H (1.563, -1.819, 0.979)  0.077
H (3.013, -0.944, 0.466)  0.079
H (-1.114, -1.984, 0.750)  0.085
H (-2.162, -1.156, -0.407)  0.031
H (-0.718, -2.011, -0.973)  0.084

No. 2
C43H55BBrN3O4Sr as an isolated structure, computed with ωB97M-V/def2-TZVPD.

As for the total energy: -129706.88239 eV. Its HOMO-LUMO gap is 4.87 eV. As for the charge: -2. For the maximum force, the calculation gives 4.429 eV Å⁻¹. The relative energy (zero: lowest compared OMol25 entry of this formula, charge and spin) comes out at 32.3 kcal per mole.

Each line ends with the Löwdin charge.
CARTESIAN COORDINATES (ANGSTROEM)
Sr (2.013, -0.476, -0.370)  1.207
C (1.251, 1.821, -3.754)  -0.271
C (2.440, 1.173, -3.384)  -0.272
C (2.173, -0.217, -3.263)  -0.350
C (0.801, -0.413, -3.585)  -0.266
C (0.238, 0.837, -3.885)  -0.283
C (-1.192, 1.050, -4.300)  -0.070
C (0.095, -1.738, -3.695)  -0.051
C (3.225, -1.296, -3.376)  -0.070
C (3.813, 1.788, -3.314)  -0.076
C (1.087, 3.311, -3.902)  -0.072
H (-1.447, 2.113, -4.342)  0.049
H (-1.895, 0.572, -3.606)  0.057
H (-1.397, 0.630, -5.293)  0.067
H (0.130, -2.135, -4.720)  0.069
H (-0.963, -1.651, -3.427)  0.064
H (0.536, -2.499, -3.048)  0.050
H (3.495, -1.455, -4.430)  0.074
H (2.880, -2.256, -2.984)  0.057
H (4.144, -1.037, -2.841)  0.068
H (4.422, 1.482, -4.177)  0.069
H (4.355, 1.492, -2.412)  0.028
H (3.761, 2.880, -3.322)  0.049
H (0.095, 3.570, -4.280)  0.047
H (1.819, 3.732, -4.601)  0.063
H (1.217, 3.834, -2.945)  0.055
O (-1.528, 0.471, 3.362)  0.001
C (-0.775, 0.175, 2.229)  -0.334
O (0.233, 1.126, 1.996)  0.126
C (-0.671, -1.104, 1.771)  -0.227
C (-1.581, -2.126, 2.249)  -0.041
C (-1.495, -3.386, 1.755)  -0.110
C (-0.504, -3.717, 0.799)  -0.065
C (0.365, -2.724, 0.419)  -0.250
N (0.301, -1.447, 0.849)  -0.069
C (1.560, -3.127, -0.453)  -0.680
O (1.413, -4.043, -1.262)  0.005
O (2.647, -2.487, -0.233)  -0.313
H (-0.971, 0.302, 4.142)  0.103
H (-2.314, -1.850, 2.994)  0.090
H (-2.182, -4.150, 2.106)  0.088
H (-0.384, -4.711, 0.398)  0.093
Br (4.449, 0.623, 0.558)  -0.251
C (1.737, 2.688, 6.202)  -0.072
C (1.650, 2.145, 4.771)  -0.361
C (1.885, 0.631, 4.748)  -0.043
C (2.624, 2.848, 3.843)  -0.120
C (3.974, 2.863, 4.167)  -0.047
C (4.903, 3.477, 3.347)  -0.085
C (4.487, 4.079, 2.174)  -0.062
C (3.147, 4.086, 1.808)  -0.130
C (2.743, 4.730, 0.487)  -0.361
C (3.405, 4.056, -0.717)  -0.076
C (3.061, 6.230, 0.504)  -0.071
C (2.215, 3.476, 2.659)  -0.086
N (0.837, 3.520, 2.320)  0.103
B (-0.101, 2.453, 2.049)  -0.638
N (-1.348, 3.133, 1.755)  0.108
C (-1.123, 4.508, 1.872)  -0.072
C (0.159, 4.736, 2.196)  -0.064
C (-2.655, 2.640, 1.474)  -0.093
C (-3.586, 2.566, 2.524)  -0.128
C (-4.874, 2.124, 2.255)  -0.046
C (-5.240, 1.750, 0.973)  -0.085
C (-4.313, 1.821, -0.049)  -0.043
C (-3.009, 2.265, 0.168)  -0.098
C (-2.131, 2.383, -1.079)  -0.325
C (-0.648, 2.029, -0.955)  -0.022
C (-2.288, 3.790, -1.670)  -0.044
C (-3.214, 2.976, 3.937)  -0.365
C (-3.740, 1.997, 4.990)  -0.076
C (-3.724, 4.390, 4.241)  -0.062
H (0.952, 2.247, 6.821)  0.071
H (1.615, 3.773, 6.214)  0.078
H (2.700, 2.447, 6.658)  0.067
H (0.635, 2.338, 4.419)  0.114
H (2.908, 0.394, 5.049)  0.081
H (1.735, 0.234, 3.744)  0.084
H (1.200, 0.121, 5.434)  0.077
H (4.310, 2.375, 5.075)  0.105
H (5.955, 3.458, 3.606)  0.097
H (5.222, 4.513, 1.507)  0.109
H (1.668, 4.619, 0.357)  0.110
H (4.493, 4.050, -0.631)  0.079
H (3.128, 4.581, -1.635)  0.070
H (3.090, 3.018, -0.808)  0.041
H (4.137, 6.396, 0.592)  0.071
H (2.577, 6.726, 1.350)  0.066
H (2.717, 6.704, -0.418)  0.074
H (-1.897, 5.223, 1.645)  0.118
H (0.657, 5.679, 2.349)  0.114
H (-5.599, 2.057, 3.057)  0.101
H (-6.243, 1.390, 0.774)  0.093
H (-4.597, 1.522, -1.053)  0.111
H (-2.552, 1.669, -1.793)  0.110
H (-0.081, 2.816, -0.458)  0.082
H (-0.217, 1.885, -1.950)  0.059
H (-0.534, 1.096, -0.399)  0.075
H (-1.906, 4.535, -0.966)  0.072
H (-3.336, 4.019, -1.878)  0.074
H (-1.714, 3.870, -2.596)  0.062
H (-2.126, 2.982, 4.003)  0.122
H (-4.828, 2.054, 5.082)  0.065
H (-3.312, 2.237, 5.967)  0.075
H (-3.471, 0.975, 4.728)  0.071
H (-4.809, 4.439, 4.109)  0.075
H (-3.264, 5.121, 3.577)  0.060
H (-3.488, 4.670, 5.272)  0.073

No. 3
A 2-piece molecular cluster, C29H29N2O overall, computed with ωB97M-V/def2-TZVPD.

As for the total energy: -35563.96894 eV. Its HOMO-LUMO gap is 4.92 eV. As for the charge: +1. For the maximum force, the calculation gives 2.212 eV Å⁻¹. The relative energy (zero: lowest compared OMol25 entry of this formula, charge and spin) comes out at 23.6 kcal per mole.

Each line ends with the Löwdin charge.
CARTESIAN COORDINATES (ANGSTROEM)
C (0.963, 6.653, 1.704)  -0.056
C (1.072, 5.380, 0.935)  -0.291
C (2.100, 4.467, 1.189)  -0.046
C (2.166, 3.263, 0.490)  -0.058
C (1.163, 2.904, -0.421)  -0.226
C (1.053, 1.443, -0.822)  -0.167
C (0.301, 1.016, -2.035)  -0.089
C (0.597, -0.095, -2.754)  -0.059
C (-0.269, -0.577, -3.807)  -0.229
C (-0.113, -1.837, -4.444)  -0.033
C (-0.987, -2.248, -5.446)  -0.042
C (-2.066, -1.433, -5.832)  -0.279
C (-3.029, -1.849, -6.908)  -0.058
C (-2.242, -0.197, -5.203)  -0.041
C (-1.350, 0.230, -4.234)  -0.032
C (0.209, 3.868, -0.770)  -0.026
C (0.123, 5.059, -0.038)  -0.033
H (0.070, 7.194, 1.391)  0.076
H (0.897, 6.470, 2.778)  0.082
H (1.842, 7.280, 1.549)  0.087
H (2.826, 4.685, 1.971)  0.113
H (2.963, 2.548, 0.704)  0.100
H (2.051, 0.987, -0.792)  0.109
H (-0.632, 1.562, -2.185)  0.092
H (1.490, -0.688, -2.524)  0.101
H (0.696, -2.492, -4.131)  0.100
H (-0.855, -3.211, -5.945)  0.117
H (-3.809, -1.082, -7.034)  0.077
H (-2.516, -1.983, -7.874)  0.087
H (-3.509, -2.811, -6.667)  0.085
H (-3.088, 0.430, -5.491)  0.114
H (-1.509, 1.212, -3.799)  0.098
H (-0.526, 3.658, -1.555)  0.108
H (-0.709, 5.748, -0.192)  0.114
H (0.433, 1.009, -0.037)  0.115
C (2.929, -1.591, 2.270)  0.060
H (4.000, -1.565, 2.029)  0.140
C (2.285, -0.526, 2.935)  0.009
C (0.932, -0.596, 3.313)  0.036
N (0.263, -1.794, 3.219)  0.029
C (-0.909, -2.111, 3.994)  -0.187
C (-1.903, -1.151, 4.214)  -0.005
C (-3.073, -1.518, 4.898)  -0.046
C (-3.209, -2.798, 5.451)  -0.048
C (-2.186, -3.733, 5.261)  -0.046
C (-1.069, -3.415, 4.483)  -0.008
C (0.824, -2.768, 2.434)  0.074
C (2.019, -2.546, 1.745)  -0.074
C (1.965, -3.103, 0.349)  -0.458
N (2.943, -2.734, -0.533)  0.192
O (1.000, -3.792, -0.001)  0.071
H (2.791, 0.420, 3.150)  0.130
H (0.371, 0.263, 3.714)  0.148
H (-1.785, -0.149, 3.798)  0.116
H (-3.875, -0.791, 5.000)  0.117
H (-4.091, -3.059, 6.042)  0.121
H (-2.264, -4.709, 5.732)  0.118
H (-0.335, -4.188, 4.250)  0.120
H (0.198, -3.644, 2.303)  0.151
H (3.639, -2.037, -0.310)  0.104
H (2.735, -2.927, -1.510)  0.125

No. 4
A 3-piece molecular cluster, C23H44N4O10P overall, computed with ωB97M-V/def2-TZVPD.

As for the total energy: -60268.37069 eV. Its HOMO-LUMO gap is 6.72 eV. As for the charge: +1. For the maximum force, the calculation gives 9.240 eV Å⁻¹.

Each line ends with the Löwdin charge.
CARTESIAN COORDINATES (ANGSTROEM)
C (4.512, -0.725, 2.554)  -0.111
C (3.356, -1.886, 2.388)  -0.243
N (2.009, -1.375, 1.927)  -0.046
C (2.088, -0.024, 1.252)  -0.090
C (1.358, 1.240, 2.038)  -0.009
O (0.677, 0.959, 3.317)  -0.128
C (-0.777, 0.787, 3.103)  -0.142
C (-1.176, -0.453, 2.102)  -0.199
N (-2.676, -0.577, 1.841)  -0.103
C (-2.979, -0.787, 0.372)  -0.185
C (-3.327, 0.627, -0.436)  -0.328
C (-4.961, 0.717, -0.761)  -0.087
O (-2.599, 0.715, -1.743)  -0.144
C (1.368, 2.760, 1.381)  0.011
C (0.598, 3.933, 2.230)  -0.160
C (0.936, 5.467, 1.763)  -0.103
C (0.330, 5.859, 0.265)  -0.271
O (0.716, 7.076, -0.203)  -0.020
O (-0.524, 4.934, -0.516)  -0.021
C (2.150, 2.938, -0.048)  0.109
N (2.802, 1.744, -0.769)  -0.157
N (3.407, 2.025, -2.014)  0.055
C (2.791, 0.314, -0.189)  -0.152
P (3.609, -1.129, -1.183)  0.960
O (2.976, -0.907, -2.828)  -0.343
O (2.922, -2.683, -0.704)  -0.338
H (4.946, -0.465, 1.485)  0.061
H (5.403, -1.234, 3.158)  0.104
H (4.179, 0.210, 3.176)  0.089
H (3.796, -2.767, 1.755)  0.108
H (3.183, -2.327, 3.484)  0.140
H (1.468, -2.079, 1.378)  0.107
H (-1.238, 1.769, 2.647)  0.116
H (-1.342, 0.597, 4.137)  0.162
H (-0.786, -1.482, 2.556)  0.134
H (-0.673, -0.383, 1.025)  0.115
H (-3.088, -1.347, 2.412)  0.112
H (-2.164, -1.398, -0.215)  0.119
H (-3.977, -1.423, 0.323)  0.130
H (-3.079, 1.590, 0.187)  0.143
H (-5.594, 0.982, 0.205)  0.095
H (-5.372, -0.288, -1.246)  0.099
H (-5.139, 1.625, -1.514)  0.089
H (-3.140, 0.192, -2.405)  0.096
H (0.983, 3.833, 3.356)  0.150
H (-0.567, 3.809, 2.268)  0.127
H (0.354, 6.181, 2.522)  0.150
H (2.078, 5.765, 1.884)  0.148
H (0.082, 4.652, -1.288)  0.129
H (2.230, 3.989, -0.558)  0.129
H (3.187, 2.997, -2.324)  0.116
H (4.441, 1.907, -1.916)  0.129
H (1.961, -0.844, -2.729)  0.081
H (1.911, -2.535, -0.712)  0.076
O (5.146, -4.955, 4.439)  0.071
C (5.377, -5.714, 3.499)  -0.505
O (4.689, -5.601, 2.343)  -0.023
C (5.017, -6.294, 1.127)  -0.231
C (4.397, -7.677, 1.106)  -0.065
C (6.371, -6.831, 3.647)  0.009
H (6.099, -6.314, 0.965)  0.116
H (4.594, -5.700, 0.309)  0.118
H (4.781, -8.302, 1.916)  0.071
H (4.602, -8.178, 0.155)  0.085
H (3.313, -7.612, 1.243)  0.086
H (5.875, -7.689, 4.099)  0.100
H (7.180, -6.491, 4.304)  0.098
H (6.844, -7.123, 2.710)  0.072
O (-6.724, 0.295, -4.133)  0.067
C (-6.716, 1.491, -4.416)  -0.510
O (-7.853, 2.216, -4.360)  -0.004
C (-7.915, 3.648, -4.470)  -0.229
C (-7.972, 4.079, -5.922)  -0.066
C (-5.457, 2.151, -4.906)  0.005
H (-7.095, 4.121, -3.921)  0.113
H (-8.839, 3.957, -3.969)  0.126
H (-7.072, 3.779, -6.466)  0.068
H (-8.076, 5.165, -5.999)  0.084
H (-8.820, 3.607, -6.429)  0.088
H (-5.368, 1.989, -5.980)  0.099
H (-4.603, 1.690, -4.398)  0.080
H (-5.405, 3.216, -4.682)  0.072

No. 5
C36H42KN7O3PS as an isolated structure, computed with ωB97M-V/def2-TZVPD.

As for the total energy: -91038.14101 eV. Its HOMO-LUMO gap is 4.49 eV. As for the charge: -1. For the maximum force, the calculation gives 1.682 eV Å⁻¹. The relative energy (zero: lowest compared OMol25 entry of this formula, charge and spin) comes out at 18.7 kcal per mole.

Each line ends with the Löwdin charge.
CARTESIAN COORDINATES (ANGSTROEM)
K (-0.522, -0.275, 1.030)  0.679
O (-0.575, -1.255, 4.850)  -0.345
S (-0.458, 0.168, 4.538)  0.564
O (-0.164, 1.002, 5.693)  -0.328
N (0.410, 0.462, 3.254)  -0.213
C (1.778, 0.263, 3.337)  -0.279
C (2.472, 0.018, 4.514)  -0.048
C (3.863, -0.192, 4.543)  -0.094
C (4.621, -0.156, 3.411)  -0.078
C (3.970, 0.097, 2.179)  -0.182
C (4.689, 0.171, 0.961)  -0.041
C (4.036, 0.396, -0.213)  -0.065
C (2.628, 0.524, -0.192)  -0.132
N (1.948, 0.488, 0.924)  0.040
C (2.573, 0.302, 2.115)  -0.170
C (-2.065, 0.696, 3.971)  -0.276
C (-2.175, 1.843, 3.199)  -0.076
C (-3.428, 2.343, 2.877)  -0.080
C (-4.569, 1.696, 3.325)  -0.102
C (-4.453, 0.545, 4.092)  -0.098
C (-3.202, 0.042, 4.420)  -0.065
H (1.944, -0.007, 5.454)  0.089
H (4.330, -0.380, 5.504)  0.098
H (5.694, -0.306, 3.427)  0.096
H (5.765, 0.041, 0.980)  0.108
H (4.567, 0.454, -1.155)  0.096
H (2.041, 0.653, -1.100)  0.108
H (-1.279, 2.311, 2.824)  0.069
H (-3.498, 3.230, 2.260)  0.105
H (-5.551, 2.075, 3.068)  0.096
H (-5.343, 0.029, 4.431)  0.098
H (-3.096, -0.855, 5.017)  0.109
C (0.298, 5.072, -2.144)  -0.034
N (0.148, 4.399, -0.878)  -0.144
C (0.309, 4.930, 0.381)  -0.092
C (0.097, 3.894, 1.243)  -0.161
N (-0.181, 2.742, 0.544)  0.052
C (-0.150, 3.082, -0.719)  -0.173
H (-0.087, 6.089, -2.075)  0.083
H (-0.271, 4.530, -2.897)  0.091
H (1.345, 5.105, -2.453)  0.086
H (0.566, 5.964, 0.533)  0.101
H (0.178, 3.910, 2.318)  0.094
H (-0.333, 2.369, -1.522)  0.047
C (-1.111, -1.099, -4.651)  -0.137
C (-0.899, -0.831, -3.155)  -0.592
C (-2.065, -1.427, -2.374)  -0.125
C (-0.715, 0.635, -2.770)  -0.209
H (-1.212, -2.161, -4.903)  0.051
H (-0.282, -0.684, -5.229)  0.055
H (-2.020, -0.585, -4.984)  0.059
H (0.003, -1.396, -2.865)  0.105
H (-2.962, -0.832, -2.596)  0.055
H (-1.926, -1.395, -1.291)  0.031
H (-2.283, -2.464, -2.652)  0.066
H (-1.612, 1.178, -3.179)  -0.024
H (0.129, 1.040, -3.385)  -0.022
N (-9.264, 3.043, -4.963)  0.141
C (-8.558, 2.553, -4.198)  -0.189
C (-7.670, 1.938, -3.238)  -0.238
C (-8.200, 1.356, -2.087)  -0.027
C (-7.347, 0.780, -1.163)  -0.002
C (-5.974, 0.774, -1.401)  -0.176
C (-5.444, 1.335, -2.564)  0.017
C (-6.295, 1.930, -3.478)  -0.011
N (-5.104, 0.191, -0.466)  -0.015
C (-5.328, -0.909, 0.347)  -0.050
C (-4.167, -1.112, 1.024)  -0.120
N (-3.241, -0.161, 0.667)  0.035
C (-3.823, 0.596, -0.210)  -0.151
H (-9.266, 1.367, -1.906)  0.118
H (-7.740, 0.355, -0.250)  0.113
H (-4.383, 1.280, -2.767)  0.110
H (-5.892, 2.365, -4.381)  0.123
H (-6.252, -1.457, 0.315)  0.109
H (-3.928, -1.890, 1.728)  0.109
H (-3.367, 1.434, -0.713)  0.140
C (1.196, -3.428, 2.927)  -0.153
P (0.974, -3.497, 1.146)  0.530
C (0.586, -5.217, 0.759)  -0.179
C (2.603, -3.195, 0.442)  -0.154
O (-0.058, -2.556, 0.625)  -0.489
H (1.895, -4.202, 3.250)  0.056
H (0.241, -3.554, 3.437)  0.058
H (1.584, -2.452, 3.226)  0.043
H (1.339, -5.902, 1.150)  0.047
H (0.521, -5.331, -0.323)  0.053
H (-0.383, -5.468, 1.190)  0.052
H (3.316, -3.959, 0.758)  0.055
H (2.966, -2.218, 0.763)  0.032
H (2.528, -3.192, -0.646)  0.062

No. 6
A 2-piece molecular cluster, ClH4NSi overall, computed with ωB97M-V/def2-TZVPD.

Its SMILES is N=[SiH2].Cl. As for the total energy: -21953.39447 eV. Its HOMO-LUMO gap is 9.77 eV. For the maximum force, the calculation gives 2.085 eV Å⁻¹. The relative energy (zero: lowest compared OMol25 entry of this formula, charge and spin) comes out at 79.1 kcal per mole.

Each line ends with the Löwdin charge.
CARTESIAN COORDINATES (ANGSTROEM)
N (0.001, 0.512, -0.324)  -0.264
Si (-1.246, -0.397, 0.068)  0.636
Cl (3.039, 0.234, 0.028)  0.248
H (0.089, 1.478, -0.289)  -0.066
H (-2.724, -0.451, 0.395)  -0.102
H (-1.016, -1.746, 0.552)  -0.106
H (1.857, 0.371, -0.429)  -0.344